{
  "formula": "C53H44BF4FeN5OP2SSi",
  "method": "ωB97M-V with the def2-TZVPD basis set",
  "s2": 0.804,
  "orbital_gap_ev": [7.25, 7.42],
  "energy_ha": -5453.58665,
  "total_charge": 1,
  "multiplicity": 2,
  "lumo_energy_ev": [-3.3874, -3.4337],
  "homo_energy_ev": [-10.6, -10.9],
  "elements": ["Fe", "C", "Si", "C", "C", "C", "C", "C", "C", "P", "C", "C", "C", "C", "C", "C", "C", "C", "C", "C", "C", "C", "C", "C", "C", "C", "C", "C", "P", "C", "C", "C", "C", "C", "C", "C", "C", "C", "C", "C", "C", "H", "H", "H", "H", "H", "H", "H", "H", "H", "H", "H", "H", "H", "H", "H", "H", "H", "H", "H", "H", "H", "H", "H", "H", "H", "H", "H", "H", "H", "H", "H", "N", "C", "C", "C", "C", "C", "C", "N", "C", "C", "C", "S", "C", "N", "H", "H", "H", "H", "H", "H", "H", "F", "B", "F", "F", "F", "N", "C", "O", "C", "C", "C", "C", "N", "C", "H", "H", "H", "H", "H", "H"],
  "coordinates": [[-0.4838, -0.5106, -0.1464], [-0.3471, -2.6628, -4.0106], [0.1002, -1.0493, -3.0786], [2.0285, -0.9230, -3.0862], [2.6718, -0.9814, -4.3183], [4.0519, -1.0294, -4.4082], [4.8187, -0.9662, -3.2559], [4.2030, -0.8832, -2.0209], [2.8124, -0.8960, -1.9287], [2.0108, -0.9355, -0.2837], [3.2058, 0.0389, 0.7023], [3.2312, 1.4160, 0.4857], [4.0953, 2.2185, 1.2049], [4.9456, 1.6549, 2.1454], [4.9209, 0.2885, 2.3679], [4.0532, -0.5201, 1.6564], [2.4213, -2.5839, 0.3930], [3.3453, -3.4653, -0.1475], [3.6552, -4.6338, 0.5297], [3.0588, -4.9243, 1.7438], [2.1126, -4.0601, 2.2733], [1.7937, -2.9012, 1.5970], [-0.7674, 0.4054, -3.9650], [-0.8889, 0.3232, -5.3527], [-1.6229, 1.2442, -6.0739], [-2.2206, 2.3026, -5.4136], [-2.0839, 2.4217, -4.0444], [-1.3945, 1.4674, -3.3072], [-1.3404, 1.6371, -1.4723], [-0.4719, 3.2420, -1.3891], [-0.8617, 4.2711, -0.5329], [-0.1187, 5.4357, -0.4621], [1.0363, 5.5705, -1.2154], [1.4476, 4.5383, -2.0443], [0.6952, 3.3838, -2.1369], [-3.0261, 2.0960, -0.9286], [-3.6742, 1.2127, -0.0704], [-4.9613, 1.4710, 0.3633], [-5.6255, 2.6023, -0.0774], [-4.9813, 3.4960, -0.9171], [-3.6786, 3.2656, -1.3163], [-0.4248, -2.4752, -5.0781], [-1.3166, -3.0273, -3.6897], [0.3796, -3.4564, -3.8666], [2.0824, -1.0160, -5.2218], [4.5281, -1.1257, -5.3724], [5.8948, -1.0001, -3.3175], [4.8020, -0.8181, -1.1233], [2.5694, 1.8488, -0.2550], [4.1135, 3.2842, 1.0323], [5.6304, 2.2752, 2.7019], [5.5868, -0.1559, 3.0936], [4.0581, -1.5856, 1.8399], [3.8219, -3.2435, -1.0906], [4.3722, -5.3203, 0.1095], [3.3203, -5.8272, 2.2714], [1.6353, -4.2944, 3.2133], [1.0266, -2.2351, 1.9678], [-0.4191, -0.4897, -5.8865], [-1.7351, 1.1287, -7.1420], [-2.7978, 3.0310, -5.9611], [-2.5416, 3.2593, -3.5487], [-1.7562, 4.1722, 0.0659], [-0.4466, 6.2432, 0.1760], [1.6098, 6.4815, -1.1595], [2.3537, 4.6348, -2.6226], [0.9865, 2.5899, -2.8119], [-3.1740, 0.3045, 0.2375], [-5.4473, 0.7738, 1.0275], [-6.6412, 2.7941, 0.2319], [-5.4987, 4.3745, -1.2731], [-3.1773, 4.0157, -1.9107], [-2.6729, -3.2148, 2.5816], [-3.0644, -2.0887, 3.2652], [-3.8649, -1.8847, 4.3783], [-4.0472, -0.5765, 4.7855], [-3.4617, 0.4963, 4.1070], [-2.6424, 0.3014, 3.0170], [-2.4281, -1.0116, 2.6087], [-1.6638, -1.5023, 1.5850], [-1.8553, -2.8125, 1.5713], [-1.2213, -3.6803, 0.6211], [-1.3830, -5.0391, 0.4722], [-0.3852, -5.6282, -0.7861], [0.1870, -4.0230, -1.0246], [-0.3217, -3.1307, -0.2456], [-3.0058, -4.1522, 2.7318], [-4.3353, -2.7030, 4.8998], [-4.6601, -0.3710, 5.6493], [-3.6526, 1.5032, 4.4439], [-2.1987, 1.1207, 2.4723], [-2.0267, -5.7038, 1.0079], [0.9486, -3.8138, -1.7470], [-3.4173, -2.5979, -2.7752], [-3.5171, -1.4955, -1.9903], [-3.5174, -0.3242, -2.6941], [-4.5057, -1.5754, -1.0691], [-2.2391, -1.4435, -1.2075], [1.1227, -0.7408, 5.7302], [1.2368, 0.5962, 5.5689], [1.5368, 1.3369, 6.4769], [0.9713, 1.1390, 4.1963], [1.1078, 2.5184, 4.0315], [0.8416, 3.0732, 2.7960], [0.4724, 2.2241, 1.7629], [0.3350, 0.9090, 1.9000], [0.5739, 0.3892, 3.0984], [1.2898, -1.1280, 6.6443], [0.8664, -1.3674, 4.9927], [1.4202, 3.1110, 4.8786], [0.9179, 4.1380, 2.6307], [0.2846, 2.6086, 0.7735], [0.4132, -0.6744, 3.1645]]
}

=====

{
  "formula": "C53H44N4O4P2RuS4",
  "method": "ωB97M-V with the def2-TZVPD basis set",
  "s2": 0.759,
  "orbital_gap_ev": [6.94, 7.06],
  "energy_ha": -4936.51105,
  "total_charge": -1,
  "multiplicity": 2,
  "lumo_energy_ev": [2.2981, 2.2960],
  "homo_energy_ev": [-4.6, -4.8],
  "elements": ["Ru", "S", "P", "C", "P", "S", "C", "C", "C", "C", "C", "C", "C", "C", "C", "C", "C", "C", "C", "C", "C", "C", "C", "C", "C", "C", "C", "C", "C", "C", "H", "H", "H", "H", "H", "H", "H", "H", "H", "H", "H", "H", "H", "H", "H", "H", "H", "H", "H", "H", "C", "C", "C", "C", "C", "C", "C", "S", "O", "O", "N", "C", "C", "C", "C", "C", "N", "H", "H", "H", "H", "H", "H", "H", "H", "H", "H", "H", "C", "C", "C", "C", "C", "C", "C", "S", "O", "O", "N", "C", "C", "C", "C", "C", "C", "C", "C", "N", "C", "H", "H", "H", "H", "H", "H", "H", "H", "H", "H", "H", "H", "H"],
  "coordinates": [[0.6322, 0.1759, 0.0774], [-1.2786, -0.4321, 1.9366], [-2.2775, -0.7000, 0.2444], [-1.1294, -0.6224, -0.9696], [-0.4939, -1.9285, -1.7933], [1.4077, -1.9940, -1.2523], [-1.2498, -3.5828, -1.6090], [-2.0693, -4.1626, -2.5718], [-2.5463, -5.4577, -2.3994], [-2.2075, -6.1759, -1.2636], [-1.4036, -5.5954, -0.2888], [-0.9271, -4.3062, -0.4598], [-0.6582, -1.6420, -3.5988], [0.3908, -1.8954, -4.4742], [0.2646, -1.5946, -5.8269], [-0.9070, -1.0274, -6.3082], [-1.9574, -0.7619, -5.4355], [-1.8303, -1.0685, -4.0886], [-3.4633, 0.6785, 0.0322], [-3.4371, 1.4698, -1.1058], [-4.2722, 2.5798, -1.2088], [-5.1381, 2.8946, -0.1753], [-5.1723, 2.1010, 0.9687], [-4.3350, 1.0041, 1.0735], [-3.4364, -2.1065, 0.3268], [-4.4147, -2.2564, -0.6542], [-5.3102, -3.3124, -0.5978], [-5.2383, -4.2255, 0.4476], [-4.2668, -4.0815, 1.4276], [-3.3631, -3.0272, 1.3647], [-2.3325, -3.6095, -3.4642], [-3.1786, -5.9054, -3.1564], [-2.5677, -7.1897, -1.1366], [-1.1439, -6.1522, 0.6034], [-0.2828, -3.8521, 0.2865], [1.3162, -2.3013, -4.0821], [1.0884, -1.7903, -6.5024], [-0.9986, -0.7789, -7.3587], [-2.8665, -0.3003, -5.8024], [-2.6336, -0.8376, -3.3958], [-2.7445, 1.2163, -1.8996], [-4.2271, 3.2059, -2.0918], [-5.7788, 3.7652, -0.2499], [-5.8389, 2.3534, 1.7842], [-4.3300, 0.4051, 1.9778], [-4.4796, -1.5357, -1.4631], [-6.0690, -3.4224, -1.3631], [-5.9437, -5.0463, 0.4982], [-4.2119, -4.7903, 2.2450], [-2.6029, -2.8947, 2.1264], [1.3575, -5.6396, 4.2799], [1.9363, -4.3696, 3.7115], [1.1297, -3.4340, 3.0795], [1.6634, -2.2782, 2.5262], [3.0225, -2.0436, 2.6154], [3.8486, -2.9603, 3.2610], [3.3036, -4.1114, 3.8021], [3.8494, -0.6412, 1.9122], [4.0207, 0.3683, 2.9282], [5.0833, -1.1724, 1.3605], [2.8593, -0.2110, 0.7126], [3.3517, 0.6501, -0.2250], [4.6176, 1.2817, -0.1662], [4.9771, 2.0559, -1.2383], [4.0945, 2.2250, -2.3187], [2.8578, 1.6257, -2.2446], [2.4789, 0.8542, -1.2196], [0.3055, -5.7432, 4.0131], [1.4313, -5.6543, 5.3699], [1.8918, -6.5147, 3.9043], [0.0588, -3.6012, 3.0132], [1.0130, -1.5699, 2.0419], [4.9131, -2.7732, 3.3097], [3.9521, -4.8290, 4.2939], [5.2524, 1.1602, 0.6958], [5.9411, 2.5526, -1.2432], [4.3647, 2.8089, -3.1872], [2.1349, 1.7499, -3.0402], [5.7365, 5.4981, 3.1232], [4.4980, 4.6533, 2.9675], [4.0423, 4.2740, 1.7149], [2.9046, 3.4872, 1.5742], [2.2254, 3.0686, 2.7035], [2.6599, 3.4459, 3.9712], [3.7891, 4.2303, 4.0940], [0.7688, 2.0691, 2.5849], [-0.1702, 2.6185, 3.5326], [1.1419, 0.7006, 2.8083], [0.3364, 2.1140, 1.0288], [-0.2714, 3.2241, 0.4649], [-0.6180, 4.3881, 1.1187], [-1.2526, 5.4419, 0.4233], [-1.5288, 5.3754, -0.9111], [-1.1585, 4.2102, -1.6261], [-1.3762, 4.0283, -3.0096], [-0.9883, 2.8654, -3.6140], [-0.3670, 1.8684, -2.8317], [-0.1565, 2.0100, -1.5517], [-0.5382, 3.1481, -0.9394], [6.1265, 5.8064, 2.1532], [6.5207, 4.9435, 3.6430], [5.5277, 6.3964, 3.7079], [4.5853, 4.5855, 0.8294], [2.5507, 3.2005, 0.5923], [2.1080, 3.1156, 4.8416], [4.1374, 4.5181, 5.0802], [-0.4270, 4.4779, 2.1781], [-1.5327, 6.3288, 0.9793], [-2.0231, 6.1896, -1.4276], [-1.8469, 4.8229, -3.5789], [-1.1525, 2.6919, -4.6702], [-0.0477, 0.9317, -3.2759]]
}